ORCA calculation (ωB97M-V with the def2-TZVPD basis set) on 2 unconnected molecules or ions with the total composition C6H10.

CARTESIAN COORDINATES (ANGSTROEM)
C: 2.282 0.040 -0.079
C: 0.808 0.038 0.167
C: 0.016 1.120 0.411
C: -1.371 0.796 0.634
C: -1.410 -0.701 0.489
C: 0.003 -1.226 0.175
H: 2.513 -0.461 -1.028
H: 2.685 1.057 -0.105
H: 2.795 -0.523 0.711
H: 0.407 2.136 0.435
H: -2.547 1.695 -1.169
H: -2.680 1.772 -1.903
H: -1.819 -1.122 1.416
H: -2.145 -0.956 -0.283
H: 0.077 -1.734 -0.797
H: 0.386 -1.932 0.926

Properties
Total energy (eV): -6379.9486
Strongest force on any atom (hartree/bohr): 0.009
ΔE to the lowest compared entry with this formula, charge and spin (kcal per mole): 90.2

---

ORCA calculation (ωB97M-V with the def2-TZVPD basis set) on a single C6H10 molecule.

CARTESIAN COORDINATES (ANGSTROEM)
C: 1.238 -0.638 2.703
C: 0.802 -0.448 1.295
C: -0.153 0.402 0.926
C: -0.545 0.676 -0.455
C: -0.340 -0.062 -1.547
C: -1.073 0.159 -2.850
H: 1.769 -1.552 2.926
H: 0.397 -0.653 3.395
H: 1.830 0.197 3.082
H: 1.331 -0.962 0.503
H: -0.626 0.936 1.744
H: -1.303 1.452 -0.554
H: 0.207 -0.997 -1.436
H: -2.145 0.240 -2.685
H: -0.815 1.151 -3.233
H: -0.779 -0.590 -3.565

Properties
Total energy (eV): -6382.7231
Strongest force on any atom (hartree/bohr): 0.028
ΔE to the lowest compared entry with this formula, charge and spin (kcal per mole): 26.2
Structure (SMILES): C/C=C/C=C/C

---

Number 1: LUMO -0.005 hartree, gap between HOMO and LUMO 7.801 eV. Number 2: LUMO 0.039 hartree, gap between HOMO and LUMO 9.265 eV.